# 1
Here is a cluster of 6 separate species, C29H38BrN3O13S in total in a non-equilibrium geometry from the OMol25 dataset. Energies are from the ωB97M-V functional and the def2-TZVPD basis.

Geometry as XYZ:
```
85
Properties=species:S:1:pos:R:3:forces:R:3
C -4.21489 -2.55242 -3.17367 0.0 1.1 -0.3
C -4.14084 -1.81593 -4.61139 1.3 -0.6 0.2
C -3.15159 -2.68060 -5.56647 -2.7 -0.1 -1.1
O -1.94576 -1.93317 -5.89253 1.9 -1.4 2.3
C -0.92343 -2.13434 -4.93239 2.2 2.5 2.3
C -0.38020 -0.84350 -4.21884 0.4 -2.5 -0.2
C 0.77377 -0.84474 -3.15652 0.6 -4.7 -0.9
O 1.30367 0.31899 -2.51595 -0.4 -4.0 -0.5
N 1.06698 1.45947 -3.25011 -3.3 2.4 1.5
O 0.22665 2.06464 -2.63590 2.2 -0.3 -2.0
C 1.41576 -2.21409 -2.77111 -2.4 1.7 -2.1
Br 2.87203 -2.32515 -1.40600 -1.7 0.2 -1.6
C 0.89856 -3.51447 -3.48097 0.4 0.1 0.5
N 1.47016 -4.82531 -3.21170 -4.3 2.9 -3.2
S 0.51720 -5.81339 -4.24225 -0.3 2.1 0.0
N -0.60710 -4.80072 -5.08263 3.8 2.6 3.8
C -0.26057 -3.50127 -4.54700 0.0 0.0 0.1
H -5.28425 -2.93259 -3.04129 1.6 0.3 0.2
H -3.44181 -3.39998 -3.10863 -1.3 1.1 -0.2
H -3.90517 -1.76011 -2.38806 -1.0 -1.8 -1.3
H -3.67040 -0.76727 -4.50774 -0.7 -1.6 -0.1
H -5.15793 -1.66363 -5.11616 1.5 -0.4 0.8
H -3.72546 -2.81342 -6.56708 1.3 0.2 1.4
H -2.96380 -3.74708 -5.18366 0.1 1.8 -0.4
H -0.82180 0.18204 -4.50430 0.6 -2.0 0.4
O 2.45839 2.01306 3.86695 -0.6 0.3 -0.6
C 2.11764 1.96602 2.71089 0.5 -0.4 0.9
O 0.94736 2.47919 2.24086 0.6 0.0 0.4
C 0.81102 2.15453 0.85080 -0.4 0.0 -0.7
C 2.21532 1.88567 0.36733 0.4 0.0 -0.6
C 2.88097 1.30454 1.59573 0.1 0.2 -0.5
H 0.16398 1.27663 0.75903 0.0 0.1 0.0
H 0.34950 2.99014 0.32122 0.0 0.0 0.3
H 2.25150 1.22856 -0.50243 -0.1 0.1 0.1
H 2.70140 2.82824 0.09873 -0.2 -0.2 0.0
H 2.74200 0.22240 1.66114 0.1 0.0 0.1
H 3.93985 1.56055 1.63870 -0.1 -0.2 0.3
O 2.28926 5.06428 -1.26371 0.7 -0.2 0.6
C 3.04540 5.48950 -0.42775 -1.0 -0.2 -0.6
O 3.94800 4.72132 0.24345 -0.2 0.1 -0.4
C 4.60325 5.51992 1.23622 0.4 0.0 0.5
C 4.44224 6.94728 0.76878 0.3 0.6 0.1
C 3.10558 6.91065 0.06018 0.4 0.3 0.0
H 4.12040 5.34150 2.20180 0.0 0.0 -0.1
H 5.65308 5.22949 1.30688 -0.2 -0.2 -0.1
H 4.48812 7.67410 1.58165 0.0 -0.1 0.0
H 5.23136 7.19378 0.05106 -0.1 0.0 0.1
H 2.27504 7.08670 0.74798 -0.1 0.0 -0.2
H 3.07227 7.61329 -0.77239 -0.3 -0.2 0.1
O 3.83787 -8.52903 2.25360 -0.3 0.5 -0.7
C 3.88873 -7.47283 1.67693 0.2 -1.0 0.5
O 3.39358 -7.26235 0.42658 0.0 -0.3 0.5
C 3.71904 -5.93318 0.00465 -0.1 0.4 -0.5
C 3.96642 -5.16072 1.27878 0.0 0.6 0.2
C 4.53799 -6.21928 2.19714 -0.2 0.5 0.1
H 4.60669 -5.97736 -0.63382 0.0 0.0 0.0
H 2.89014 -5.51674 -0.57075 0.1 -0.3 0.0
H 4.62275 -4.29951 1.13968 -0.1 -0.1 -0.1
H 3.01570 -4.79831 1.68330 0.1 0.0 -0.1
H 5.62176 -6.30881 2.09092 -0.1 -0.1 0.1
H 4.26614 -6.03878 3.23715 0.3 -0.3 0.0
O -3.31644 -0.45133 -1.20388 -0.6 0.4 0.3
C -4.20525 -0.06549 -0.48188 0.7 0.0 -0.1
O -5.52203 -0.07577 -0.82354 0.5 -0.2 -0.3
C -6.28429 0.54945 0.21523 -0.5 0.1 0.2
C -5.42428 0.45278 1.45328 -0.1 0.1 0.6
C -4.02478 0.53170 0.88582 -0.5 -0.6 -0.3
H -6.48240 1.58613 -0.07343 0.0 -0.1 0.0
H -7.23601 0.02844 0.33660 0.1 0.0 -0.3
H -5.64220 1.22662 2.19062 0.0 -0.1 -0.1
H -5.57194 -0.52090 1.93243 0.0 0.1 0.0
H -3.68667 1.55989 0.78138 0.0 -0.4 -0.3
H -3.31774 -0.04898 1.47771 0.2 0.2 -0.3
O -3.33231 2.32479 2.47703 0.2 0.3 1.7
C -2.79299 2.14688 3.54241 -0.2 0.7 -0.5
O -3.26557 1.30689 4.50218 -0.1 0.1 -0.6
C -2.44860 1.41828 5.67362 0.1 -0.2 0.6
C -1.12866 1.96843 5.18707 0.6 0.0 0.2
C -1.54731 2.83913 4.02258 0.3 -0.3 0.1
H -2.94377 2.08994 6.38137 0.0 0.0 -0.1
H -2.33622 0.43672 6.13772 -0.3 0.1 -0.1
H -0.57486 2.50484 5.95929 -0.1 -0.1 0.0
H -0.49655 1.15109 4.82530 0.0 0.1 0.1
H -1.80358 3.85215 4.34243 0.0 0.0 -0.1
H -0.78506 2.86190 3.24373 -0.4 0.3 0.1
```
Positions in Å, forces in eV/Å.

Computed properties:
E_tot: -5242.15014 Eh
LUMO energy: -0.0598 Eh
total charge: 0
SMILES: CCCOc1cc(ON=O)c(Br)c2nsnc12.O=C1CCCO1.O=C1CCCO1.O=C1CCCO1.O=C1CCCO1.O=C1CCCO1
gap between HOMO and LUMO: 0.24882 hartree

# 2
Here is a cluster of 2 separate species, C29H38F6NO3 in total in a non-equilibrium geometry from the OMol25 dataset. Energies are from the ωB97M-V functional and the def2-TZVPD basis.

Geometry as XYZ:
```
77
Properties=species:S:1:pos:R:3:forces:R:3
H 0.86474 0.17221 -0.13535 -0.3 -1.3 -0.9
C 0.93467 -0.49330 -1.06593 -0.2 0.8 0.0
C 2.07592 -1.49881 -0.98914 0.1 -0.2 0.3
C 1.78841 -2.75024 -0.10802 -0.2 -0.1 0.0
C 0.39956 -3.34877 -0.45996 0.0 -0.2 -0.2
C -0.02606 -4.63183 0.30680 0.6 0.4 0.1
C -1.26428 -5.31209 -0.30254 -0.8 -0.3 -0.7
C -1.74650 -4.54958 -1.54484 0.2 0.3 0.6
C -2.00169 -3.07693 -1.11081 0.3 -0.5 0.1
C -0.75376 -2.33854 -0.52954 -0.1 -0.3 -0.3
C -0.32505 -1.25618 -1.50585 -0.4 0.3 0.2
C -1.12973 -1.77539 0.84927 0.0 0.2 0.0
C -2.77841 -2.59283 -2.32494 -0.2 0.4 0.0
C -3.61484 -3.83832 -2.65292 -0.7 -1.0 -0.3
O -4.58832 -3.95377 -3.35532 1.1 0.4 0.8
O -3.07346 -4.95953 -1.99389 0.1 1.5 -0.4
C -0.79345 -4.75321 -2.75861 -0.2 -0.5 -0.2
C 2.81368 -3.80610 -0.52939 0.2 -0.2 0.2
C 1.97245 -2.42096 1.37983 0.4 0.0 0.2
H 1.12741 0.24705 -1.86138 0.2 -0.2 0.2
H 2.28535 -1.87115 -2.01042 0.0 0.3 0.3
H 2.97533 -1.01493 -0.58273 0.0 -0.2 -0.3
H 0.54881 -3.62312 -1.51130 0.0 0.1 0.5
H 0.80108 -5.35237 0.31965 -0.2 0.2 0.1
H -0.25004 -4.36983 1.35280 0.2 -0.1 -0.3
H -1.05900 -6.34629 -0.61535 0.0 0.2 0.4
H -2.08262 -5.31051 0.43605 0.2 -0.2 -0.4
H -2.71503 -3.11970 -0.26566 0.1 -0.3 -0.5
H -1.18347 -0.59865 -1.65494 0.5 -0.5 -0.2
H -0.11819 -1.74306 -2.48154 0.1 0.3 0.4
H -1.87382 -0.97485 0.74685 0.0 -0.2 0.0
H -1.56146 -2.56602 1.48332 0.1 0.3 -0.1
H -0.26363 -1.35312 1.37192 -0.5 -0.1 -0.2
H -3.40367 -1.71566 -2.11119 -0.1 -0.4 -0.2
H -2.13978 -2.32768 -3.18858 -0.4 -0.2 0.4
H 0.18933 -5.14841 -2.45808 -0.4 0.2 -0.1
H -1.22977 -5.53090 -3.40898 0.0 0.4 0.2
H -0.66083 -3.83914 -3.36479 0.0 -0.5 0.3
H 2.67942 -4.74693 0.02033 0.2 0.2 -0.1
H 2.72533 -4.02335 -1.60051 0.0 0.0 0.1
H 3.82802 -3.44656 -0.34975 0.1 0.0 0.0
H 1.62756 -3.24825 2.02547 0.1 0.4 -0.2
H 3.04518 -2.28219 1.57845 -0.2 0.0 0.0
H 1.47551 -1.48768 1.68276 0.2 -0.4 -0.1
C 4.02327 2.69942 1.31010 -0.1 -0.4 -0.2
C 3.08360 3.80618 1.78287 0.4 -0.3 -0.3
C 3.10318 3.80016 3.31236 -0.6 0.0 0.6
C 3.70727 5.13982 1.35695 -0.3 0.7 -0.4
N 1.70263 3.55324 1.23473 2.0 0.4 0.9
C 0.81388 4.52722 1.53766 -2.1 2.5 0.6
O 0.97788 5.54673 2.25275 0.3 -1.6 -0.8
C -0.59007 4.38141 0.96287 -0.4 0.0 -0.1
C -1.59876 5.33519 1.21687 0.3 -0.2 0.2
C -2.89721 5.08956 0.77478 -0.2 0.3 -0.1
C -3.23198 3.96948 0.01925 0.8 -0.4 0.2
C -2.21424 3.05850 -0.26944 -0.7 0.7 0.2
C -0.91429 3.26641 0.20279 0.0 -0.1 0.0
C -2.53331 1.84088 -1.06984 0.9 -1.5 -0.6
F -1.36211 1.14544 -1.19655 -1.0 0.9 -0.1
F -3.40558 0.95396 -0.48216 0.5 1.2 -0.5
F -2.97195 2.06384 -2.34261 0.0 0.1 1.3
C -4.02581 6.03585 1.10494 -0.6 0.7 0.2
F -4.88064 6.16660 0.03819 0.7 -0.1 1.1
F -4.77790 5.59034 2.16678 0.7 0.4 -1.0
F -3.58261 7.28470 1.42774 -0.4 -1.0 -0.2
H 4.10471 2.68868 0.21681 0.0 0.0 0.2
H 5.02939 2.86606 1.72809 -0.4 -0.1 -0.2
H 3.67116 1.71676 1.64537 0.1 0.1 -0.1
H 2.47301 4.59946 3.70956 0.1 -0.2 0.0
H 2.75276 2.83964 3.70224 0.1 0.1 0.0
H 4.12542 3.97323 3.67029 -0.2 -0.2 -0.2
H 3.11794 5.98629 1.71755 0.1 -0.2 -0.1
H 4.70812 5.22806 1.79880 -0.2 -0.2 -0.2
H 3.80559 5.21523 0.26937 0.0 0.0 0.1
H -1.37020 6.24872 1.77385 -0.1 -0.4 -0.2
H -4.25348 3.79340 -0.30693 0.2 0.1 0.0
H -0.11055 2.56702 0.01271 -0.2 -0.1 -0.1
```
Positions in Å, forces in eV/Å.

Computed properties:
E_tot: -2007.50779 Eh
LUMO energy (spin up / spin down): -0.0182 / -0.1154 Eh
total charge: 0
gap between HOMO and LUMO (spin up / spin down): 0.34290 / 0.24572 hartree
2S+1: 2

# 3
Here is a structure of composition C29H38HfN2O6PS3Se in a non-equilibrium geometry from the OMol25 dataset. Energies are from the ωB97M-V functional and the def2-TZVPD basis.

Geometry as XYZ:
```
81
Properties=species:S:1:pos:R:3:forces:R:3
Hf -1.38388 0.74637 1.07196 0.6 -0.7 0.9
C -1.44498 -3.07003 2.67282 -0.1 -0.1 0.0
C 0.04403 -3.04797 2.36650 0.0 0.0 0.0
S 0.51890 -1.67533 1.28228 0.1 0.1 -0.1
C 2.03704 -1.11264 2.07683 0.0 0.0 0.0
C 1.85337 -0.58745 3.49554 0.0 0.0 0.0
S 0.57823 0.69179 3.58443 0.0 0.1 -0.2
C -0.50581 0.12236 4.90996 0.0 0.0 0.0
C -1.21481 -1.21565 4.74383 0.0 0.0 0.0
S -2.12717 -1.48944 3.18894 0.0 0.2 0.0
H -1.65297 -3.82172 3.43559 0.0 0.0 0.0
H -2.02415 -3.34945 1.79141 0.0 0.0 0.0
H 0.32638 -3.98198 1.87845 0.0 0.0 0.0
H 0.62774 -2.97767 3.28202 0.0 0.0 0.0
H 2.40537 -0.31947 1.42142 0.0 0.0 0.0
H 2.77593 -1.91567 2.05568 0.0 0.0 0.0
H 2.79579 -0.15897 3.83725 0.0 0.0 0.0
H 1.59730 -1.38376 4.19353 0.0 0.0 0.0
H -1.21909 0.93778 5.00485 0.0 0.0 0.0
H 0.07283 0.09022 5.83492 0.0 0.0 0.0
H -1.92885 -1.31735 5.56108 0.0 0.0 0.0
H -0.51321 -2.04447 4.83640 0.0 0.0 0.0
C -2.50005 -3.42211 -1.34346 0.0 0.0 0.0
O -3.53904 -2.53988 -0.84289 0.0 0.0 0.1
C -3.15522 -1.48174 -0.18538 0.1 0.1 0.0
O -1.97063 -1.20607 0.07268 -0.3 0.0 -0.3
N -4.15892 -0.69126 0.22808 0.0 0.0 0.0
N -3.78000 0.40229 1.01204 -0.1 0.0 0.0
H -2.98464 -4.38205 -1.48281 0.0 0.0 0.0
H -1.68583 -3.49046 -0.62681 0.0 0.0 0.0
H -2.12682 -3.03043 -2.28457 0.0 0.0 0.0
H -5.12766 -0.94584 0.10857 0.0 0.0 0.0
H -4.04599 0.29123 1.98978 0.0 0.0 0.0
H -4.18838 1.26515 0.65433 0.0 0.0 0.0
C 2.07820 2.65599 0.78167 0.0 0.0 0.0
C 2.96969 1.93886 -0.18903 0.0 0.0 0.0
C 4.32291 2.26185 -0.24401 0.0 0.0 0.0
C 5.16431 1.70057 -1.19121 0.0 0.0 0.0
C 4.65598 0.81084 -2.12426 0.0 0.0 0.0
C 3.31626 0.46618 -2.07666 0.0 -0.1 0.0
C 2.47193 0.99342 -1.10011 0.0 -0.1 0.0
P 0.68487 0.60469 -1.10595 -0.1 0.3 0.0
C 0.44367 -0.80666 -2.26920 0.0 0.0 -0.1
C -0.57725 -0.62279 -3.21247 0.0 0.0 0.0
C -0.87993 -1.58290 -4.16095 0.0 0.0 0.0
C -0.16061 -2.76961 -4.18126 0.0 0.0 0.0
C 0.83624 -2.97068 -3.24481 0.0 0.0 0.0
C 1.16243 -2.01328 -2.28042 0.0 0.0 0.0
C 2.31623 -2.36175 -1.37213 0.0 0.0 0.0
C 0.05476 2.03340 -2.04178 0.0 0.1 0.0
C 0.84750 2.69598 -2.98236 0.0 0.0 0.0
C 0.36847 3.81117 -3.64142 0.0 0.0 0.0
C -0.90946 4.27814 -3.35512 0.0 0.0 0.0
C -1.69869 3.61549 -2.43396 0.0 0.0 0.0
C -1.23984 2.47524 -1.76900 0.0 0.1 0.1
C -2.14558 1.74750 -0.81725 -0.1 -0.1 0.1
H 2.64429 3.35434 1.39525 0.0 0.0 0.0
H 1.56859 1.96877 1.45996 0.0 0.0 0.0
H 1.29775 3.22102 0.26793 0.0 0.0 0.0
H 4.71428 2.98688 0.45852 0.0 0.0 0.0
H 6.21043 1.97519 -1.21383 0.0 0.0 0.0
H 5.29624 0.39228 -2.88897 0.0 0.0 0.0
H 2.91756 -0.21662 -2.81658 0.0 0.0 0.0
H -1.12362 0.31090 -3.22781 0.0 0.0 0.0
H -1.65631 -1.39474 -4.89065 0.0 0.0 0.0
H -0.36653 -3.52643 -4.92660 0.0 0.0 0.0
H 1.40954 -3.89034 -3.26647 0.0 0.0 0.0
H 3.21238 -2.54306 -1.96825 0.0 0.0 0.0
H 2.09727 -3.27852 -0.82255 0.0 0.0 0.0
H 2.55238 -1.58445 -0.65474 0.0 0.0 0.0
H 1.85128 2.34778 -3.18679 0.0 0.0 0.0
H 0.99049 4.32326 -4.36293 0.0 0.0 0.0
H -1.28850 5.16182 -3.85140 0.0 0.0 0.0
H -2.69379 3.98354 -2.21606 0.0 0.0 0.0
H -2.77916 1.05143 -1.38886 0.1 0.0 -0.1
H -2.82638 2.50017 -0.39336 0.0 0.0 0.0
O -3.48061 3.52306 2.15154 -0.2 0.1 0.0
Se -2.15043 2.94594 2.82147 0.3 0.0 -0.3
O -2.32645 1.25890 2.95428 -0.3 0.0 -0.1
O -0.96648 2.72081 1.60265 0.0 0.0 -0.3
O -1.54108 3.55807 4.15068 0.1 0.1 0.2
```
Positions in Å, forces in eV/Å.

Computed properties:
relative energy (zero: lowest compared OMol25 entry of this formula, charge and spin): 18.94 kJ/mol
E_tot: -5674.04505 Eh
LUMO energy: -0.0840 Eh
total charge: +1
gap between HOMO and LUMO: 0.32348 hartree

> Which of these has the lowest E_tot?

C29H38HfN2O6PS3Se

> What is the total charge in the first record?

0

> The highest E_tot belongs to which entry?

C29H38F6NO3